C21H22N6 | wB97M-V/def2-TZVPD

Each line ends with the natural charge from an NBO analysis.
Cartesian coordinates (Å):
1 N 2.9706 1.5161 8.2741  -0.28
2 C 2.8388 1.5840 7.1440  0.27
3 N 1.3045 1.1115 -0.5319  -0.46
4 N -0.6561 0.0076 2.0889  -0.54
5 N -1.5789 -0.9091 0.1055  -0.52
6 C 1.8773 1.6324 0.4303  0.41
7 C -1.5257 -0.7926 1.4344  0.45
8 C 0.2358 0.5806 1.3925  0.37
9 C -0.5849 -0.4444 -0.5370  0.42
10 C 1.9466 2.6568 5.0855  -0.16
11 C 2.7508 0.4564 4.9570  -0.14
12 C 1.7909 2.6529 3.7360  -0.21
13 C 2.4693 0.3530 3.5763  -0.20
14 C 2.5540 1.6424 5.7561  -0.17
15 C 0.2707 0.4289 0.0192  -0.06
16 C 1.9080 1.4636 2.9381  0.18
17 N 1.3593 1.2667 1.6544  -0.41
18 N -0.5295 -0.5859 -1.8821  -0.60
19 C 3.0488 2.5079 0.1650  -0.65
20 C -2.6110 -1.3247 2.3195  -0.64
21 C -2.4434 0.9237 -3.5956  -0.41
22 C -2.9627 0.0118 -4.6616  -0.43
23 C -1.6598 -3.4397 -4.1910  -0.44
24 C -0.2015 -3.1049 -4.4463  -0.42
25 C -1.4723 -1.3328 -2.8179  -0.03
26 C -1.6355 -0.3068 -3.9385  -0.26
27 C -0.8402 -2.7137 -3.1414  -0.23
28 H 1.7912 3.5863 5.5958  0.23
29 H 3.1236 -0.3411 5.5696  0.22
30 H 1.3840 3.4854 3.0382  0.23
31 H 2.5716 -0.5134 2.9186  0.24
32 H 0.0893 0.1905 -2.2650  0.41
33 H 2.9364 2.8804 -0.8232  0.25
34 H 3.9548 1.7839 0.2053  0.23
35 H 3.2259 3.2460 0.9313  0.22
36 H -3.0459 -0.4721 2.7953  0.23
37 H -3.3342 -1.9654 1.6700  0.22
38 H -2.1882 -1.9777 3.0373  0.23
39 H -2.8465 1.0722 -2.5557  0.23
40 H -2.0329 1.8704 -3.9268  0.22
41 H -3.0409 0.1856 -5.7430  0.22
42 H -3.6264 -0.8258 -4.5431  0.21
43 H -2.0336 -4.3540 -3.8189  0.22
44 H -2.4489 -2.8201 -4.6419  0.21
45 H 0.1175 -2.2082 -5.1099  0.22
46 H 0.5227 -3.8971 -4.4533  0.22
47 H -2.5004 -1.5043 -2.3334  0.24
48 H -0.8177 0.0758 -4.6006  0.22
49 H -0.4254 -3.3391 -2.2802  0.22

Cartesian forces (eV/Å) of the 6 atoms listed first:
0.36 -0.06 1.14
-0.52 0.29 -0.67
-1.83 -1.26 -3.42
-1.96 -2.08 3.06
-2.35 -2.87 3.02
2.90 2.18 1.73

Calculated values
molar mass: 358.45 g/mol
multiplicity: 1
LUMO level: -0.16 eV
highest occupied orbital energy: -0.2913 Eh
gap between HOMO and LUMO: 7.764 eV
electronic energy: -31070.606 eV